Entry 1:
104
Properties=species:S:1:pos:R:3:lowdin_charge:R:1 method="wB97M-V/def2-TZVPD" lumo_ev=-2.039 charge=+1 spin_multiplicity=1 total_energy_ev=-504476.261 e_homo_ev=-10.5 orbital_gap_ev=8.416
C -0.400 -4.167 -0.914 -0.14
C -0.334 -2.694 -1.410 -0.43
P -0.447 -1.695 0.130 1.09
C -2.250 -1.873 0.461 -0.28
C -0.179 0.198 -0.271 -0.31
C -0.776 0.825 -1.557 -0.10
C -1.631 -0.013 -2.484 -0.39
C -0.984 -0.486 -3.777 -0.04
N -2.854 -0.199 -2.203 0.14
C 1.331 0.481 -0.315 -0.33
C 2.073 -0.392 -1.338 -0.12
C 3.191 0.358 -2.044 -0.16
F 4.384 0.250 -1.344 -0.03
O 1.948 0.320 0.940 -0.02
C 1.726 1.426 1.818 -0.50
C 2.822 2.457 1.560 -0.03
B 4.290 1.944 1.929 -0.64
O 5.058 2.744 2.739 0.18
O 4.843 0.777 1.487 0.18
O 1.822 1.057 3.150 -0.11
C 2.486 -0.138 3.609 -0.13
C 1.645 -1.388 3.769 -0.19
N 0.479 -1.198 4.630 -0.07
C 0.476 -1.989 5.859 -0.17
C 0.422 -3.517 5.667 -0.40
C -0.292 -3.976 4.392 -0.03
O 1.717 -4.105 5.804 -0.05
C 0.239 2.094 1.508 -0.52
S -0.418 2.737 3.131 0.92
P 0.446 3.786 0.541 0.91
O 0.009 3.400 -0.981 -0.33
O -0.765 4.737 1.060 -0.31
N -0.695 0.995 0.971 -0.07
F -0.708 0.060 2.037 -0.03
C -2.164 1.302 0.840 -0.18
O -2.284 2.631 0.506 -0.21
C -3.640 3.068 0.422 -0.02
H -0.967 -4.782 -1.609 0.08
H -0.817 -4.266 0.089 0.05
H 0.611 -4.570 -0.850 0.05
H 0.611 -2.585 -1.928 -0.02
H -1.171 -2.531 -2.085 0.06
H -2.881 -1.217 -0.135 -0.01
H -2.536 -2.893 0.218 0.03
H -2.427 -1.696 1.520 0.04
H 0.044 1.222 -2.155 0.10
H -1.359 1.715 -1.327 0.11
H -1.524 -0.003 -4.597 0.10
H 0.052 -0.171 -3.868 0.05
H -1.097 -1.558 -3.917 0.05
H -3.296 -0.765 -2.931 -0.01
H 1.480 1.507 -0.676 0.12
H 2.477 -1.281 -0.860 0.07
H 1.389 -0.706 -2.126 0.08
H 2.947 1.413 -2.201 0.13
H 3.347 -0.077 -3.035 0.12
H 2.864 2.736 0.503 0.10
H 2.653 3.351 2.158 0.11
H 5.979 2.737 2.454 0.11
H 4.364 0.377 0.752 0.08
H 3.378 -0.366 3.027 0.12
H 2.852 0.141 4.600 0.15
H 1.356 -1.762 2.788 0.09
H 2.319 -2.139 4.192 0.12
H 0.362 -0.213 4.833 0.10
H 1.365 -1.782 6.470 0.12
H -0.399 -1.684 6.436 0.12
H -0.135 -3.906 6.521 0.13
H 0.343 -4.688 3.859 0.08
H -0.526 -3.149 3.728 0.05
H -1.208 -4.518 4.626 0.08
H 2.104 -4.223 4.931 0.07
H -1.435 1.890 3.304 -0.11
H 0.545 3.897 -1.617 -0.04
H -1.029 5.326 0.337 0.03
H -2.654 1.048 1.783 0.15
H -2.587 0.659 0.064 0.10
H -4.333 2.228 0.343 0.09
H -3.740 3.687 -0.467 0.10
H -3.880 3.671 1.299 0.10
Br -0.029 6.963 -1.998 0.66
C 0.764 6.961 -3.776 -0.67
C 0.073 5.988 -4.694 -0.66
Br 0.558 4.147 -4.270 0.67
H 1.815 6.727 -3.645 0.06
H 0.660 7.978 -4.145 0.07
H 0.387 6.143 -5.723 0.07
H -1.008 6.045 -4.628 0.06
Br 3.666 -3.641 -1.638 0.69
C 3.679 -4.465 -3.404 -0.66
C 3.443 -3.452 -4.495 -0.66
Br 1.575 -2.898 -4.559 0.69
H 2.922 -5.242 -3.388 0.05
H 4.662 -4.917 -3.511 0.06
H 3.660 -3.882 -5.470 0.06
H 4.031 -2.550 -4.355 0.05
Br -5.864 -0.971 -3.366 0.66
C -7.268 -1.165 -2.035 -0.68
C -6.714 -1.123 -0.636 -0.69
Br -5.808 -2.776 -0.161 0.64
H -7.780 -2.095 -2.255 0.05
H -7.944 -0.329 -2.200 0.06
H -7.520 -1.011 0.086 0.06
H -5.991 -0.324 -0.509 0.04

=====

Entry 2:
96
Properties=species:S:1:pos:R:3:lowdin_charge:R:1 method="wB97M-V/def2-TZVPD" lumo_ev=-3.376 charge=+1 spin_multiplicity=1 total_energy_ev=-68428.457 e_homo_ev=-10.4 orbital_gap_ev=7.043
C 4.821 1.882 -4.419 0.00
C 3.801 1.373 -5.151 -0.20
C 2.714 2.204 -5.826 -0.14
C 2.549 3.521 -5.159 -0.28
N 3.322 4.556 -5.464 0.23
C 2.935 5.552 -4.665 -0.37
N 3.489 6.767 -4.635 0.21
N 1.928 5.143 -3.878 0.19
N 1.669 3.830 -4.191 -0.05
C 0.621 3.123 -3.459 -0.70
I 1.262 1.211 -2.769 0.94
C -0.761 3.140 -4.227 -0.79
C -0.639 3.433 -5.719 -0.15
I -1.845 1.332 -3.882 0.89
H 4.954 1.561 -3.390 0.06
H 5.548 2.589 -4.812 0.07
H 3.722 0.303 -5.331 0.11
H 3.006 2.434 -6.858 0.14
H 1.788 1.638 -5.847 0.09
H 4.001 7.106 -5.430 0.13
H 3.438 7.331 -3.806 0.12
H 1.411 5.645 -3.174 0.19
H 0.461 3.685 -2.543 0.07
H -1.382 3.903 -3.768 0.07
H -1.589 3.195 -6.191 0.07
H 0.143 2.870 -6.216 0.06
H -0.512 4.508 -5.872 0.09
C -1.438 -5.330 -1.328 -0.10
O -1.632 -4.124 -0.617 -0.20
C -0.980 -3.006 -1.183 -0.20
C -1.877 -1.789 -1.202 -0.20
O -2.995 -1.845 -2.070 -0.15
C -4.076 -2.712 -1.749 -0.17
C -4.852 -2.338 -0.506 -0.20
O -4.111 -2.587 0.674 -0.19
C -4.270 -1.606 1.676 -0.10
H -0.479 -5.792 -1.072 0.09
H -2.239 -6.011 -1.043 0.09
H -1.489 -5.172 -2.410 0.09
H -0.637 -3.227 -2.201 0.12
H -0.098 -2.771 -0.569 0.12
H -1.270 -0.957 -1.581 0.08
H -2.178 -1.515 -0.188 0.11
H -3.752 -3.754 -1.714 0.12
H -4.762 -2.621 -2.593 0.13
H -5.766 -2.945 -0.479 0.13
H -5.145 -1.283 -0.564 0.13
H -4.220 -0.596 1.255 0.07
H -3.452 -1.720 2.386 0.09
H -5.218 -1.728 2.211 0.10
C -3.236 4.501 5.376 -0.11
O -2.215 3.719 4.795 -0.20
C -1.986 2.477 5.438 -0.20
C -1.830 1.346 4.446 -0.18
O -3.003 1.004 3.727 -0.12
C -3.492 1.884 2.732 -0.18
C -2.618 2.019 1.506 -0.19
O -1.438 2.767 1.764 -0.19
C -0.294 2.260 1.128 -0.12
H -2.869 5.050 6.250 0.09
H -3.567 5.221 4.628 0.09
H -4.095 3.890 5.669 0.09
H -2.800 2.241 6.130 0.13
H -1.056 2.552 6.016 0.13
H -1.586 0.451 5.025 0.13
H -0.986 1.525 3.777 0.11
H -3.742 2.864 3.144 0.12
H -4.429 1.429 2.401 0.12
H -3.191 2.544 0.730 0.13
H -2.369 1.020 1.129 0.11
H -0.227 1.170 1.222 0.08
H 0.579 2.697 1.613 0.09
H -0.282 2.530 0.061 0.06
C 5.190 -4.866 1.166 -0.12
O 3.980 -4.966 1.881 -0.20
C 4.134 -5.241 3.263 -0.20
C 3.233 -4.382 4.122 -0.18
O 3.551 -3.001 4.144 -0.12
C 3.297 -2.215 2.996 -0.19
C 1.835 -2.011 2.662 -0.20
O 1.240 -3.188 2.151 -0.20
C -0.083 -3.408 2.596 -0.10
H 5.580 -5.854 0.899 0.09
H 4.987 -4.314 0.248 0.08
H 5.952 -4.321 1.734 0.09
H 5.174 -5.096 3.574 0.12
H 3.867 -6.291 3.438 0.13
H 3.370 -4.718 5.153 0.13
H 2.182 -4.549 3.877 0.12
H 3.848 -2.580 2.126 0.12
H 3.703 -1.230 3.242 0.13
H 1.766 -1.226 1.893 0.12
H 1.303 -1.662 3.554 0.12
H -0.183 -3.222 3.671 0.09
H -0.328 -4.452 2.407 0.09
H -0.787 -2.776 2.043 0.08

=====

Entry 3:
96
Properties=species:S:1:pos:R:3:lowdin_charge:R:1 method="wB97M-V/def2-TZVPD" lumo_ev=0.191 charge=0 spin_multiplicity=1 total_energy_ev=-78896.079 e_homo_ev=-8.7 orbital_gap_ev=8.863
C -0.629 -0.733 -0.103 -0.16
C -0.852 0.584 -0.890 -0.81
I 1.018 1.261 -1.708 0.80
C -1.574 1.664 0.000 -0.77
I -0.134 2.771 1.128 0.86
C -2.384 2.557 -0.931 -0.30
O -3.150 3.567 -0.311 -0.14
C -3.932 3.146 0.786 -0.19
C -4.858 1.967 0.526 -0.19
O -5.907 2.376 -0.352 -0.09
C -6.134 1.565 -1.452 -0.23
N -7.341 0.702 -1.295 0.08
C -7.382 -0.069 -0.366 -0.79
S -7.505 -0.875 0.980 0.71
H 0.418 -1.018 -0.087 0.04
H -1.212 -1.540 -0.545 0.07
H -0.964 -0.588 0.926 0.07
H -1.540 0.379 -1.709 0.07
H -2.160 1.086 0.711 0.06
H -1.670 3.079 -1.571 0.11
H -3.016 1.936 -1.581 0.12
H -3.320 2.938 1.675 0.10
H -4.576 3.986 1.050 0.14
H -4.349 1.060 0.191 0.12
H -5.318 1.721 1.490 0.12
H -5.285 0.927 -1.713 0.12
H -6.327 2.213 -2.306 0.13
C -3.291 0.700 4.653 -0.11
O -2.141 1.251 5.248 -0.20
C -2.161 2.671 5.241 -0.20
C -1.267 3.226 6.327 -0.18
O -1.839 3.178 7.627 -0.13
C -1.886 1.911 8.267 -0.18
C -0.545 1.427 8.771 -0.21
O 0.224 0.884 7.710 -0.20
C 1.603 0.870 8.000 -0.11
H -3.366 0.987 3.596 0.07
H -3.213 -0.384 4.719 0.09
H -4.198 1.018 5.181 0.09
H -3.184 3.038 5.391 0.13
H -1.795 3.010 4.263 0.10
H -1.124 4.289 6.120 0.13
H -0.283 2.754 6.307 0.12
H -2.362 1.162 7.632 0.12
H -2.530 2.060 9.137 0.13
H -0.703 0.639 9.521 0.13
H -0.011 2.263 9.239 0.13
H 1.973 1.885 8.188 0.09
H 2.119 0.469 7.130 0.09
H 1.818 0.235 8.867 0.09
C 0.947 -6.691 -3.842 -0.11
O 1.133 -6.510 -2.456 -0.20
C 1.766 -5.277 -2.153 -0.20
C 1.452 -4.847 -0.737 -0.18
O 0.159 -4.278 -0.580 -0.14
C -0.946 -5.171 -0.601 -0.18
C -1.081 -6.013 0.649 -0.21
O -0.175 -7.102 0.623 -0.20
C 0.086 -7.613 1.910 -0.11
H 1.907 -6.719 -4.369 0.09
H 0.437 -7.641 -3.986 0.09
H 0.324 -5.891 -4.261 0.09
H 1.434 -4.497 -2.849 0.13
H 2.851 -5.413 -2.256 0.13
H 2.147 -4.045 -0.478 0.13
H 1.617 -5.661 -0.029 0.12
H -0.935 -5.795 -1.496 0.12
H -1.827 -4.528 -0.661 0.12
H -2.103 -6.414 0.705 0.13
H -0.896 -5.384 1.529 0.13
H 0.519 -6.841 2.556 0.09
H 0.807 -8.421 1.804 0.09
H -0.827 -8.007 2.371 0.09
C 2.350 2.824 -7.737 -0.11
O 3.358 3.228 -6.840 -0.20
C 2.848 3.509 -5.546 -0.20
C 3.932 3.377 -4.500 -0.18
O 4.229 2.034 -4.143 -0.15
C 4.976 1.269 -5.079 -0.18
C 6.439 1.646 -5.154 -0.21
O 6.618 2.814 -5.939 -0.20
C 7.833 3.469 -5.655 -0.11
H 1.609 3.619 -7.883 0.09
H 2.824 2.605 -8.692 0.09
H 1.847 1.918 -7.380 0.09
H 2.028 2.822 -5.303 0.12
H 2.468 4.539 -5.543 0.13
H 3.557 3.837 -3.582 0.13
H 4.833 3.920 -4.790 0.12
H 4.512 1.286 -6.066 0.12
H 4.920 0.242 -4.709 0.13
H 7.000 0.826 -5.623 0.13
H 6.824 1.807 -4.140 0.13
H 7.877 3.770 -4.602 0.09
H 7.878 4.363 -6.274 0.09
H 8.691 2.829 -5.889 0.09

=====

Entry 4:
103
Properties=species:S:1:pos:R:3:lowdin_charge:R:1 method="wB97M-V/def2-TZVPD" lumo_ev=0.385 charge=0 spin_multiplicity=1 total_energy_ev=-110141.860 e_homo_ev=-8.6 orbital_gap_ev=8.952
C 1.445 4.210 1.101 -0.18
C 0.673 3.290 0.087 -0.51
S -0.829 2.721 1.007 0.87
C -1.687 1.578 -0.149 -0.35
B -2.244 0.252 0.538 -0.54
O -3.593 -0.201 0.413 0.26
B -3.437 -1.540 -0.037 -0.60
N -4.546 -2.505 -0.050 0.20
O -2.171 -1.972 -0.548 0.24
B -1.125 -1.675 0.378 -0.47
C 0.267 -2.436 0.368 -0.05
C 0.370 -3.516 1.508 -0.19
C 1.348 -3.107 2.645 -0.19
C 2.858 -3.362 2.252 -0.17
C 3.629 -2.030 1.954 -0.16
C 4.169 -1.905 0.492 -0.23
O 4.499 -3.152 -0.117 -0.20
C 3.553 -3.456 -1.143 -0.10
O -1.399 -0.615 1.297 0.23
H 0.666 4.773 1.653 0.04
H 2.018 3.585 1.811 0.07
H 2.122 4.914 0.593 0.07
H 0.417 3.854 -0.827 0.05
H 1.319 2.449 -0.220 0.07
H -0.935 1.243 -0.901 0.10
H -2.503 2.069 -0.712 0.08
H -4.142 -3.421 -0.230 0.06
H -4.915 -2.535 0.898 0.09
H 1.127 -1.740 0.451 0.10
H 0.340 -2.955 -0.612 0.10
H -0.634 -3.774 1.904 0.12
H 0.779 -4.435 1.030 0.07
H 1.188 -2.081 3.022 0.11
H 1.158 -3.781 3.509 0.10
H 3.367 -3.856 3.101 0.10
H 2.830 -4.065 1.402 0.09
H 4.473 -1.953 2.659 0.10
H 2.929 -1.189 2.130 0.10
H 3.423 -1.375 -0.135 0.11
H 5.111 -1.318 0.529 0.12
H 3.673 -2.757 -1.991 0.10
H 3.792 -4.471 -1.515 0.08
H 2.516 -3.481 -0.761 0.06
C 2.183 -8.628 -0.828 -0.22
C 0.817 -9.198 -1.216 -0.21
C -0.153 -8.019 -1.346 -0.23
S 0.840 -6.597 -1.809 0.67
O 0.807 -5.637 -0.729 -0.32
O 0.559 -6.223 -3.174 -0.32
C 2.414 -7.444 -1.757 -0.23
H 2.975 -9.371 -0.922 0.11
H 2.160 -8.289 0.211 0.12
H 0.898 -9.716 -2.176 0.12
H 0.460 -9.922 -0.483 0.11
H -0.899 -8.193 -2.110 0.08
H -0.639 -7.793 -0.398 0.11
H 3.186 -6.764 -1.401 0.09
H 2.644 -7.776 -2.770 0.11
C -1.557 8.596 -1.947 -0.22
C -2.256 7.232 -1.915 -0.21
C -1.398 6.297 -1.055 -0.22
S -0.538 7.347 0.114 0.65
O 0.879 7.285 -0.166 -0.33
O -1.065 7.120 1.440 -0.32
C -1.170 8.897 -0.504 -0.22
H -2.202 9.372 -2.358 0.12
H -0.660 8.537 -2.570 0.12
H -3.246 7.341 -1.466 0.12
H -2.395 6.826 -2.917 0.11
H -2.004 5.576 -0.509 0.10
H -0.650 5.777 -1.651 0.10
H -0.407 9.669 -0.413 0.11
H -2.044 9.161 0.092 0.11
C -4.587 -5.116 -4.239 -0.21
C -5.244 -6.498 -4.160 -0.21
C -4.373 -7.367 -3.248 -0.22
S -3.564 -6.244 -2.109 0.68
O -2.143 -6.274 -2.364 -0.33
O -4.105 -6.434 -0.782 -0.32
C -4.233 -4.741 -2.804 -0.23
H -5.249 -4.378 -4.692 0.12
H -3.679 -5.173 -4.844 0.12
H -6.245 -6.401 -3.730 0.12
H -5.354 -6.950 -5.145 0.11
H -4.966 -8.084 -2.682 0.10
H -3.599 -7.889 -3.811 0.11
H -3.496 -3.943 -2.734 0.11
H -5.126 -4.480 -2.233 0.10
C 3.029 8.998 4.936 -0.22
C 2.694 8.075 3.760 -0.21
C 1.576 8.744 2.955 -0.23
S 1.761 10.507 3.212 0.66
O 0.610 10.993 3.935 -0.32
O 2.207 11.127 1.985 -0.33
C 3.138 10.399 4.345 -0.24
H 3.952 8.702 5.434 0.11
H 2.222 8.965 5.673 0.12
H 3.579 7.953 3.130 0.12
H 2.394 7.083 4.097 0.12
H 1.656 8.526 1.892 0.08
H 0.591 8.453 3.319 0.10
H 3.065 11.189 5.090 0.11
H 4.054 10.512 3.765 0.11